The following is a DFT calculation (the ωB97M-V functional and the def2-TZVPD basis) of a molecular structure, C35H32GeN2O4STc.

Its total charge is +3. The value obtained for the electronic energy is -117508.6106 eV. The spin multiplicity is 1. The energy relative to the best compared isomer or geometry (same formula, charge and spin) is 0.0 kJ/mol. The HOMO energy (alpha / beta) comes out at -16.56 / -16.56 eV. Its gap between HOMO and LUMO (alpha / beta) is 6.7 / 6.7 eV.

Each line ends with the Löwdin charge.
Geometry (Å):
1 Tc 1.1188 -0.3630 -0.4534  1.257
2 O 3.0981 0.9012 -1.0348  -0.077
3 C 3.3583 2.1588 -0.4432  -0.242
4 C 3.8517 3.2079 -1.1862  0.005
5 C 4.1481 4.3971 -0.5291  -0.022
6 C 3.9626 4.5159 0.8418  -0.027
7 C 3.4713 3.4451 1.5707  0.026
8 C 3.1448 2.2568 0.9237  -0.096
9 C 2.5978 1.1015 1.6720  -0.472
10 O 3.0080 0.6390 2.6876  0.191
11 O 1.4360 0.5702 1.1243  -0.262
12 H 3.3592 0.9450 -1.9660  0.134
13 H 4.0319 3.1077 -2.2509  0.133
14 H 4.5449 5.2292 -1.0945  0.129
15 H 4.2121 5.4405 1.3426  0.127
16 H 3.3354 3.5186 2.6417  0.139
17 C 0.1628 -0.3817 -4.6313  0.037
18 C 0.2622 0.4106 -3.3757  -0.290
19 O 0.7119 -0.1889 -2.3597  -0.166
20 C -0.1386 1.7960 -3.2899  -0.155
21 C -0.7203 2.4227 -4.4033  0.019
22 C -1.1224 3.7423 -4.3260  -0.016
23 C -0.9384 4.4518 -3.1453  -0.005
24 C -0.3538 3.8468 -2.0342  -0.034
25 C 0.0361 2.5277 -2.1043  -0.024
26 H 0.5302 -1.3907 -4.4705  0.103
27 H 0.7305 0.0983 -5.4301  0.120
28 H -0.8786 -0.4183 -4.9573  0.116
29 H -0.8602 1.8807 -5.3281  0.126
30 H -1.5734 4.2215 -5.1836  0.129
31 H -1.2497 5.4868 -3.0892  0.130
32 H -0.2083 4.4121 -1.1236  0.125
33 H 0.4956 2.0783 -1.2290  0.086
34 N 4.3291 -1.6894 -0.0331  0.185
35 C 3.4857 -2.6905 0.0563  -0.709
36 N 3.8880 -3.9280 0.2403  0.169
37 S 1.7229 -2.4760 -0.0368  0.753
38 H 5.3262 -1.8307 0.0672  0.157
39 H 4.0015 -0.7397 -0.1435  0.077
40 H 4.8649 -4.1687 0.3533  0.154
41 H 3.2229 -4.6869 0.2874  0.128
42 C -0.5803 -0.7694 0.1314  -0.405
43 Ge -1.1970 -1.8058 1.7029  1.262
44 C -2.3752 -3.2458 1.3435  -0.326
45 C -3.5394 -3.2743 2.1214  -0.095
46 C -4.4985 -4.2455 1.8802  -0.036
47 C -4.2799 -5.2027 0.8986  -0.021
48 C -3.1122 -5.1896 0.1394  -0.046
49 C -2.1646 -4.2057 0.3493  -0.106
50 C -0.8272 -1.2919 3.4692  -0.319
51 C -0.4528 0.0048 3.8470  -0.096
52 C -0.2068 0.2792 5.1764  -0.037
53 C -0.3004 -0.7379 6.1246  -0.011
54 C -0.6624 -2.0287 5.7567  -0.034
55 C -0.9457 -2.3079 4.4321  -0.092
56 C -1.7208 -0.0781 -0.5022  -0.356
57 C -2.1296 1.1661 -0.0131  -0.050
58 C -3.1802 1.8348 -0.6276  -0.044
59 C -3.8280 1.2633 -1.7118  -0.035
60 C -3.4339 0.0151 -2.1857  -0.039
61 C -2.3822 -0.6602 -1.5896  -0.047
62 H -3.7019 -2.5532 2.9147  0.111
63 H -5.4057 -4.2653 2.4681  0.126
64 H -5.0213 -5.9709 0.7245  0.127
65 H -2.9502 -5.9483 -0.6139  0.121
66 H -1.2641 -4.1918 -0.2549  0.094
67 H -0.3647 0.7907 3.1082  0.093
68 H 0.0582 1.2803 5.4870  0.123
69 H -0.0946 -0.5172 7.1637  0.128
70 H -0.7405 -2.8068 6.5031  0.126
71 H -1.2676 -3.3039 4.1498  0.109
72 H -1.6315 1.6115 0.8416  0.120
73 H -3.4996 2.7963 -0.2488  0.124
74 H -4.6554 1.7790 -2.1801  0.124
75 H -3.9619 -0.4384 -3.0142  0.123
76 H -2.0881 -1.6400 -1.9478  0.124

Cartesian forces (eV/Å) of the 6 atoms listed first:
0.28 -0.11 -0.04
0.04 0.01 -0.14
-0.05 0.01 0.08
0.03 -0.01 0.00
0.01 0.00 0.01
0.00 -0.01 0.00